The following is a DFT calculation (ωB97M-V/def2-TZVPD) of C32H46CdN3O2Se4 as an isolated structure at a distorted geometry.

Output
HOMO (alpha / beta) (eV): -2.8 / -2.8
DFT total energy (eV): -308450.1799
Relative energy (zero: lowest compared OMol25 entry of this formula, charge and spin) (kJ/mol): 91.2
LUMO energy (alpha / beta) (eV): 0.6 / 0.6
Total charge: -1

Atoms and positions in Å:
Cd (-1.1299, -1.0783, -2.4439)
C (3.7086, -0.4797, 3.0351)
C (4.4110, -0.8926, 1.7404)
C (5.0920, -2.2526, 1.9629)
C (5.4778, 0.1688, 1.4239)
C (3.4408, -1.0034, 0.5709)
C (2.1004, -0.8479, 0.7136)
C (1.2246, -0.9528, -0.4072)
N (-0.0831, -0.7763, -0.4049)
C (-0.9106, -0.3162, 0.5438)
C (-0.5487, 0.4369, 1.6851)
C (-1.4843, 0.9022, 2.5663)
C (-2.8466, 0.5978, 2.3146)
C (-3.2904, -0.0960, 1.2192)
C (-2.3247, -0.5606, 0.2526)
O (-2.6653, -1.1595, -0.8032)
C (-4.7793, -0.3202, 0.9620)
C (-5.1912, 0.4285, -0.3177)
C (-5.0722, -1.8254, 0.8210)
C (-5.6436, 0.2018, 2.1146)
C (-1.0453, 1.7683, 3.7503)
C (0.0297, 1.0268, 4.5609)
C (-0.4663, 3.0864, 3.2139)
C (-2.2037, 2.0950, 4.6966)
C (1.7641, -1.3655, -1.7154)
O (0.9983, -1.5504, -2.6803)
C (3.2009, -1.5365, -1.8335)
C (3.9632, -1.3196, -0.7274)
C (3.8097, -1.9483, -3.1722)
C (5.3301, -2.1031, -3.0710)
C (3.5126, -0.8706, -4.2305)
C (3.2349, -3.3056, -3.6182)
H (4.4421, -0.4052, 3.8400)
H (2.9549, -1.2103, 3.3343)
H (3.2284, 0.4949, 2.9214)
H (5.7912, -2.2003, 2.8010)
H (5.6432, -2.5642, 1.0746)
H (4.3443, -3.0173, 2.1811)
H (6.1540, 0.2807, 2.2742)
H (5.0049, 1.1323, 1.2238)
H (6.0711, -0.1008, 0.5501)
H (1.6625, -0.6965, 1.6878)
H (0.4879, 0.7204, 1.8064)
H (-3.5849, 0.9679, 3.0103)
H (-4.6060, 0.0814, -1.1661)
H (-5.0252, 1.5026, -0.1904)
H (-6.2512, 0.2643, -0.5286)
H (-4.5197, -2.2556, -0.0098)
H (-6.1410, -1.9833, 0.6578)
H (-4.7837, -2.3440, 1.7394)
H (-5.5673, 1.2866, 2.2247)
H (-5.3656, -0.2710, 3.0598)
H (-6.6870, -0.0424, 1.9089)
H (0.9342, 0.8705, 3.9712)
H (-0.3447, 0.0508, 4.8747)
H (0.3027, 1.5975, 5.4524)
H (0.3779, 2.8959, 2.5497)
H (-0.1211, 3.7250, 4.0320)
H (-1.2243, 3.6270, 2.6432)
H (-2.6805, 1.1826, 5.0604)
H (-2.9598, 2.7128, 4.2086)
H (-1.8262, 2.6448, 5.5608)
H (5.0352, -1.4322, -0.8164)
H (5.8153, -1.1640, -2.7915)
H (5.7153, -2.3995, -4.0474)
H (5.6091, -2.8759, -2.3495)
H (3.9398, 0.0881, -3.9220)
H (2.4414, -0.7423, -4.3757)
H (3.9544, -1.1546, -5.1881)
H (3.4471, -4.0710, -2.8663)
H (3.6923, -3.6120, -4.5611)
H (2.1598, -3.2494, -3.7636)
Se (-2.3061, -3.3545, -3.1847)
Se (-1.4581, -3.8834, -5.2365)
Se (-1.1030, -1.8335, -6.5051)
Se (-0.7407, -0.0967, -5.0698)
C (-3.9026, 3.9627, -3.4425)
N (-2.9564, 3.1306, -2.7345)
C (-2.2321, 3.4638, -1.6147)
C (-1.4869, 2.3631, -1.3084)
N (-1.7421, 1.3704, -2.2190)
C (-2.6235, 1.8598, -3.0559)
H (-4.0602, 4.8830, -2.8858)
H (-4.8569, 3.4464, -3.5412)
H (-3.5349, 4.2084, -4.4387)
H (-2.3106, 4.4315, -1.1488)
H (-0.7957, 2.2213, -0.4944)
H (-3.0245, 1.3417, -3.9143)

Here are the Mulliken charges for atoms 1 to 4, given in e: number 1, Cd, carries 2.128; number 2, C, carries -2.060; number 3, C, carries 2.070; number 4, C, carries -1.682

The following is a DFT calculation (ωB97M-V/def2-TZVPD) of the molecule C21H24N2O6S.

Output
HOMO (eV): -8.6
DFT total energy (eV): -48267.5913
Relative energy (zero: lowest compared OMol25 entry of this formula, charge and spin) (kJ/mol): 93.1
LUMO energy (eV): 0.1
Total charge: 0
SMILES: CCOC(=O)CSC1=C(C#N)[C@H](c2ccccc2OCC)[C@@H](C(=O)OCC)C(=O)N1

Atoms and positions in Å:
C (-4.3994, -2.0571, -0.8364)
C (-3.0008, -1.8886, -0.2633)
O (-2.8457, -0.6238, 0.3922)
C (-3.3271, -0.5350, 1.6338)
O (-3.8986, -1.4185, 2.2110)
C (-3.0397, 0.8238, 2.2309)
S (-1.5128, 0.7166, 3.2487)
C (-0.3515, 1.1981, 1.9863)
C (0.1530, 0.3411, 1.0813)
C (-0.0881, -1.0386, 1.1486)
N (-0.2547, -2.1737, 1.1907)
C (1.0423, 0.8574, -0.0324)
C (2.4898, 0.6078, 0.3332)
C (3.2500, 1.5231, 1.0402)
C (4.5604, 1.2413, 1.3888)
C (5.1154, 0.0292, 1.0281)
C (4.3723, -0.9012, 0.3227)
C (3.0558, -0.6278, -0.0299)
O (2.2498, -1.4584, -0.7449)
C (2.6483, -2.7928, -1.0029)
C (2.5634, -3.6800, 0.2333)
C (0.6947, 2.3297, -0.3084)
C (-0.6889, 2.3576, -0.9562)
O (-1.7218, 2.4433, -0.3420)
O (-0.5960, 2.2494, -2.2716)
C (-1.8236, 2.1864, -3.0081)
C (-2.4345, 0.7951, -2.9406)
C (0.5882, 3.1803, 0.9461)
O (0.9304, 4.3344, 1.0166)
N (-0.0270, 2.5362, 1.9827)
H (-4.6346, -1.2409, -1.5157)
H (-4.4550, -2.9968, -1.3781)
H (-5.1306, -2.0716, -0.0323)
H (-2.7827, -2.6808, 0.4588)
H (-2.2433, -1.8924, -1.0491)
H (-2.8867, 1.5786, 1.4619)
H (-3.8310, 1.1015, 2.9243)
H (0.8328, 0.2784, -0.9389)
H (2.8262, 2.4751, 1.3185)
H (5.1388, 1.9673, 1.9380)
H (6.1360, -0.2021, 1.2938)
H (4.8321, -1.8371, 0.0489)
H (3.6518, -2.8175, -1.4463)
H (1.9328, -3.1374, -1.7546)
H (3.2794, -3.3684, 0.9898)
H (2.7667, -4.7106, -0.0434)
H (1.5648, -3.6117, 0.6580)
H (1.4188, 2.7677, -0.9984)
H (-1.5496, 2.4548, -4.0298)
H (-2.5175, 2.9275, -2.5992)
H (-3.3392, 0.7670, -3.5412)
H (-1.7329, 0.0568, -3.3224)
H (-2.6834, 0.5509, -1.9106)
H (-0.2973, 3.0863, 2.7891)

Here are the Mulliken charges for atoms 1 to 4, given in e: number 1, C, carries -1.369; number 2, C, carries -0.475; number 3, O, carries -0.034; number 4, C, carries 0.350

- Which of these has the highest relative energy (zero: lowest compared OMol25 entry of this formula, charge and spin)?
  C21H24N2O6S

- Among the records above, which one has the lowest total charge?
  C32H46CdN3O2Se4

- relative energy (zero: lowest compared OMol25 entry of this formula, charge and spin) of number 2 (C21H24N2O6S)?
  93.1 kJ/mol

- What is the total charge in the second record?
  0